Below is a structure of composition C23H28AlF6INO11 at a distorted geometry, with properties calculated with ωB97M-V/def2-TZVPD.

Last column: Mulliken charge in e.
Positions of all 71 atoms, in Å:
C 2.79 -4.26 2.99  0.001
C 2.27 -3.26 2.29  -0.496
Al 1.19 -1.69 1.48  -0.387
N 0.72 -0.52 2.93  -0.377
I 2.81 -0.35 -0.06  -0.122
C -0.51 -2.37 0.50  0.200
O -0.85 -1.71 -0.55  -0.619
C -1.38 -3.67 0.95  1.015
F -0.45 -4.67 1.44  -0.252
F -2.16 -4.17 -0.17  -0.329
C -2.36 -3.37 2.22  0.347
F -1.70 -2.66 3.27  -0.226
F -2.69 -4.69 2.75  -0.290
C -3.79 -2.72 1.79  0.888
F -4.63 -3.85 1.43  -0.224
F -3.70 -1.84 0.66  -0.243
C -4.44 -2.02 3.10  0.175
O -4.77 -2.78 4.06  -0.470
O -4.67 -0.62 3.21  -0.467
H 2.91 -5.25 3.56  0.293
H 0.08 0.23 2.62  0.098
H 0.34 -1.05 3.72  0.184
H -4.12 -0.23 3.95  0.365
O 3.76 0.81 -2.08  -0.732
C 4.30 1.88 -2.21  0.414
O 3.64 3.04 -2.50  -0.239
C 4.59 4.09 -2.70  -0.350
C 5.84 3.63 -1.97  -0.610
C 5.78 2.13 -2.13  -0.318
H 4.76 4.21 -3.77  0.285
H 4.20 5.02 -2.29  0.308
H 6.75 4.08 -2.37  0.332
H 5.77 3.90 -0.91  0.273
H 6.25 1.80 -3.06  0.279
H 6.22 1.62 -1.27  0.261
O -4.03 -10.93 0.85  -0.595
C -3.95 -9.72 0.87  0.413
O -2.79 -9.04 0.66  -0.357
C -3.03 -7.64 0.86  -0.160
C -4.51 -7.46 0.66  -0.266
C -5.07 -8.77 1.16  -0.392
H -2.71 -7.37 1.87  0.138
H -2.45 -7.06 0.14  0.227
H -4.91 -6.58 1.18  0.161
H -4.73 -7.34 -0.41  0.268
H -5.26 -8.75 2.23  0.265
H -5.98 -9.05 0.61  0.295
O 2.01 8.30 -4.08  -0.601
C 1.59 7.22 -4.41  0.518
O 1.98 6.56 -5.54  -0.360
C 1.20 5.37 -5.68  -0.466
C 0.71 5.06 -4.29  -0.094
C 0.55 6.43 -3.68  -0.313
H 0.38 5.56 -6.38  0.279
H 1.83 4.57 -6.08  0.339
H -0.21 4.46 -4.28  0.350
H 1.47 4.50 -3.74  -0.087
H -0.44 6.86 -3.89  0.304
H 0.74 6.42 -2.60  0.150
O 1.54 2.00 0.94  -0.358
C 1.05 3.04 1.29  0.231
O 0.86 4.11 0.46  -0.275
C 0.35 5.21 1.22  -0.390
C -0.27 4.60 2.45  -0.640
C 0.60 3.38 2.68  -0.122
H 1.19 5.88 1.46  0.264
H -0.38 5.77 0.62  0.293
H -0.30 5.28 3.30  0.331
H -1.29 4.29 2.23  0.274
H 1.47 3.61 3.29  0.256
H 0.03 2.56 3.12  0.148

Gap between HOMO and LUMO, eV: 6.27
Total charge: -1
Spin multiplicity: 1


Below is a structure of composition C23H28BrN6O6Tc at a distorted geometry, with properties calculated with ωB97M-V/def2-TZVPD.

Last column: Mulliken charge in e.
Positions of all 65 atoms, in Å:
Tc -0.89 -0.48 -0.19  -0.163
O 1.37 -3.27 1.65  -0.692
C 0.67 -2.34 1.32  0.462
O 0.28 -2.08 0.11  -0.176
C 0.05 -1.40 2.35  -0.025
C 0.22 -1.44 3.72  -0.979
C -0.47 -0.50 4.49  -0.642
C -1.28 0.45 3.88  -1.037
C -1.40 0.40 2.50  0.317
N -0.77 -0.52 1.78  1.823
C -2.22 1.35 1.61  0.331
O -2.85 2.26 2.08  -0.681
O -2.14 1.03 0.36  -0.632
H 0.87 -2.18 4.16  0.626
H -0.38 -0.52 5.57  0.478
H -1.79 1.21 4.43  0.633
C -0.84 0.57 -3.13  -1.300
N -0.95 -0.69 -2.40  0.989
C 0.18 -1.53 -2.81  -1.207
C -2.23 -1.33 -2.75  -0.844
C -2.59 -2.43 -1.76  -0.859
N -2.65 -1.91 -0.38  0.852
C -3.93 -1.20 -0.17  -1.212
C -2.63 -3.03 0.56  -1.263
H -0.91 0.41 -4.21  0.393
H 0.13 1.01 -2.91  0.404
H -1.62 1.26 -2.81  0.314
H 0.18 -1.67 -3.90  0.356
H 0.15 -2.50 -2.32  0.391
H 1.10 -1.04 -2.52  0.187
H -2.19 -1.74 -3.77  0.354
H -3.00 -0.55 -2.74  0.446
H -1.83 -3.21 -1.79  0.373
H -3.55 -2.88 -2.04  0.417
H -4.77 -1.87 -0.39  0.396
H -4.00 -0.32 -0.80  0.352
H -4.01 -0.88 0.86  0.329
H -3.46 -3.72 0.36  0.459
H -2.72 -2.67 1.58  0.252
H -1.69 -3.59 0.46  0.369
Br 0.76 5.63 -3.47  -0.169
C 1.03 5.06 -1.68  -0.161
C 1.47 5.95 -0.71  -0.160
N 1.64 5.56 0.54  -0.604
C 1.40 4.32 0.90  -0.466
C 0.96 3.36 -0.01  0.176
C 0.77 3.74 -1.33  0.138
C 0.62 1.98 0.48  0.614
O 0.52 1.79 1.68  -0.468
O 0.42 1.11 -0.43  -0.402
H 1.68 6.98 -0.93  0.390
H 1.54 4.08 1.95  0.527
H 0.39 3.04 -2.06  0.133
C 3.43 -2.12 -0.83  -1.137
C 3.53 -1.05 0.18  0.412
N 2.57 -0.60 0.97  0.403
C 3.13 0.34 1.76  -0.283
C 4.45 0.49 1.44  -0.664
N 4.69 -0.39 0.44  -0.034
H 2.49 -2.65 -0.70  0.049
H 4.25 -2.82 -0.70  0.487
H 3.49 -1.71 -1.84  0.365
H 2.55 0.86 2.50  0.605
H 5.21 1.13 1.84  0.446
H 5.58 -0.55 -0.02  0.210

Gap between HOMO and LUMO (spin up / spin down), eV: 8.10 / 2.90
Relative energy (zero: lowest compared OMol25 entry of this formula, charge and spin), kJ/mol: 178.5
Total charge: +1
Spin multiplicity: 4


| no. | E (Eh) |
| --- | --- |
| 1 | -2914.94433 |
| 2 | -4327.87282 |